1.
A molecular structure, C23H42Cl3EuN4O3SSi at a distorted geometry. Source: the OMol25 dataset; level of theory: the ωB97M-V functional and the def2-TZVPD basis.

```
78
C23H42Cl3EuN4O3SSi (the ωB97M-V functional and the def2-TZVPD basis)
C -3.5338 -2.5859 0.4481
C -3.3711 -2.5149 -1.0268
H -4.5838 -2.5757 0.7575
H -3.0483 -1.6848 0.8944
H -3.0758 -3.5074 0.8390
C -4.4231 -2.6555 -1.8664
C -5.8766 -2.4495 -1.5865
H -4.2664 -3.0611 -2.8747
H -6.0746 -1.4688 -1.1440
H -6.3566 -3.1877 -0.9232
H -6.4201 -2.4844 -2.5488
Eu 0.5909 -0.6067 0.9580
Cl 1.8619 -0.8600 3.3113
Cl 0.9257 -3.1908 0.4652
C 3.5514 -0.9433 -0.5124
O 2.8861 -0.0005 -0.0239
N 4.5092 -0.7987 -1.4271
C 4.6401 0.4414 -2.1900
C 5.4219 -1.8906 -1.7224
H 3.3752 -1.9919 -0.2175
H 4.5163 1.3261 -1.5449
H 3.8734 0.5029 -2.9664
H 5.6324 0.4201 -2.6582
H 5.9354 -2.2283 -0.8013
H 6.1441 -1.5468 -2.4564
H 4.8419 -2.7550 -2.0907
H -1.6879 4.4385 5.0087
H -2.5276 2.0697 2.1189
C -1.5569 4.6771 3.9494
C -2.4907 3.1618 2.2880
N -1.3439 3.4942 3.1151
H -0.7715 5.4436 3.8603
C -0.3512 2.5789 3.2278
O -0.2574 1.5971 2.4623
H -2.4262 3.6357 1.2939
H 0.3677 2.6552 4.0793
H -2.4692 5.1445 3.5646
H -3.4076 3.5198 2.7838
O -1.1565 -1.3106 -0.9553
C -1.8801 -2.4626 -1.4558
C -2.4980 -2.0778 -3.9382
C -1.7159 -2.7070 -2.9633
H -3.1893 -1.2883 -3.6239
C -2.4727 -2.5283 -5.2700
H -1.4360 -3.3391 -0.9404
C -0.7130 -3.6105 -3.3441
H -3.1398 -2.0370 -5.9940
C -1.6063 -3.5551 -5.6091
C -0.7216 -4.0897 -4.6634
H 0.0057 -3.9330 -2.5775
H -1.6400 -3.9283 -6.6307
H -0.0219 -4.8685 -4.9296
Si -0.9437 0.2152 -1.7004
Cl -2.8562 0.5115 0.5020
C -2.2401 0.8500 -2.8593
C 0.6915 -0.3220 -2.5991
C -0.3026 1.7362 -0.7477
H -2.1357 0.4489 -3.8763
H -2.1484 1.9455 -2.9451
H -3.2321 0.6319 -2.4330
H -0.3964 2.5839 -1.4504
H 0.7404 1.7452 -0.3854
H -0.9700 1.9182 0.1053
H 0.5202 -0.4908 -3.6881
H 1.1284 -1.2542 -2.1618
H 1.4441 0.4998 -2.5153
S 3.0709 3.1325 2.5144
C 3.5972 2.7966 4.0608
N 3.3912 1.6087 4.7036
C 3.6159 1.6559 6.1318
C 3.9441 3.1365 6.3897
N 4.1110 3.6307 5.0167
H 2.9653 0.7866 4.2251
H 4.4596 1.0063 6.4146
H 2.7318 1.3042 6.6718
H 4.8626 3.2894 6.9905
H 3.0863 3.6402 6.8699
H 4.2964 4.6111 4.8166
```

## Properties
Largest force on an atom, eV/Å: 1.91
ΔE to the lowest compared entry with this formula, charge and spin, kcal per mole: 80.4
Charge: 0
Multiplicity: 7
LUMO (alpha / beta), eV: -2.8 / 0.4

2.
A molecular structure, C30H40AlN2OSi at a distorted geometry. Source: the OMol25 dataset; level of theory: the ωB97M-V functional and the def2-TZVPD basis.

```
75
C30H40AlN2OSi (the ωB97M-V functional and the def2-TZVPD basis)
Al -0.5652 -0.5293 0.2740
C 1.3837 -0.4141 -0.2071
Si 1.8542 1.3201 -0.8244
C 0.5593 2.3169 0.1915
N -0.7709 1.6947 0.1349
C -1.6351 2.2216 1.2059
C -1.9390 3.7122 1.0714
C -2.5990 3.9977 -0.2742
C -1.7420 3.4439 -1.4117
C -1.3995 1.9727 -1.1667
C 1.5932 1.4753 -2.6914
C 1.0697 0.4183 -3.4340
C 0.9339 0.5020 -4.8067
C 1.3210 1.6550 -5.4687
C 1.8226 2.7254 -4.7475
C 1.9533 2.6340 -3.3743
C 3.5937 1.8284 -0.2800
C 3.8884 1.8771 1.0815
C 5.1713 2.1269 1.5317
C 6.1918 2.3381 0.6203
C 5.9162 2.3137 -0.7360
C 4.6298 2.0607 -1.1797
H 1.9322 -0.5935 0.7269
H 1.7254 -1.1932 -0.8885
H 0.5181 3.3602 -0.1153
H 0.8780 2.3160 1.2345
H -1.1478 2.0134 2.1643
H -2.5783 1.6697 1.1826
H -1.0243 4.2958 1.1623
H -2.5971 4.0151 1.8867
H -2.7410 5.0722 -0.4014
H -3.5835 3.5279 -0.2989
H -0.8415 4.0473 -1.5301
H -2.2862 3.5065 -2.3555
H -0.7243 1.6162 -1.9443
H -2.3254 1.3980 -1.2267
H 0.7627 -0.4862 -2.9240
H 0.5347 -0.3343 -5.3629
H 1.2343 1.7161 -6.5418
H 2.1196 3.6280 -5.2613
H 2.3517 3.4736 -2.8214
H 3.1028 1.7048 1.8023
H 5.3756 2.1428 2.5910
H 7.1963 2.5203 0.9667
H 6.7078 2.4771 -1.4503
H 4.4288 2.0333 -2.2400
C -2.5614 -0.9074 0.0454
C -3.0517 -1.7520 1.1832
C -3.7176 -2.9536 0.9711
C -4.1613 -3.7223 2.0361
C -3.9328 -3.3097 3.3364
C -3.2654 -2.1157 3.5658
C -2.8289 -1.3532 2.5002
H -3.1806 -0.0060 0.0074
H -2.7621 -1.4226 -0.9032
H -3.9082 -3.2913 -0.0379
H -4.6846 -4.6467 1.8501
H -4.2686 -3.9105 4.1708
H -3.0765 -1.7850 4.5778
H -2.2821 -0.4342 2.6858
C -0.0229 -5.6631 1.4361
N -0.2769 -4.3472 0.8912
C -0.6268 -4.2210 -0.5092
C -0.1517 -3.2592 1.6341
C 0.1551 -3.4231 3.0858
O -0.2959 -2.1142 1.1272
H -0.1621 -6.4146 0.6633
H -0.6986 -5.8844 2.2626
H 1.0038 -5.7336 1.7977
H -0.7397 -5.2065 -0.9511
H 0.1465 -3.6659 -1.0420
H -1.5632 -3.6706 -0.6016
H -0.7045 -3.8646 3.5852
H 0.3573 -2.4548 3.5321
H 1.0087 -4.0826 3.2351
```

## Properties
Largest force on an atom, eV/Å: 1.06
ΔE to the lowest compared entry with this formula, charge and spin, kcal per mole: 15.8
Charge: +1
LUMO, eV: -2.2

3.
A molecular structure, C37H37Br4N4O5SV at a distorted geometry. Source: the OMol25 dataset; level of theory: the ωB97M-V functional and the def2-TZVPD basis.

```
89
C37H37Br4N4O5SV (the ωB97M-V functional and the def2-TZVPD basis)
V -0.4792 0.1877 -0.3620
C 2.6965 2.2589 1.1578
C 3.4771 1.0424 0.6490
C 2.6053 -0.1044 0.0904
N 1.5127 0.4342 -0.6814
C 1.8134 0.9747 -1.8389
C 3.0019 0.7303 -2.5664
C 3.5306 1.3578 -3.6696
C 3.1494 2.5586 -4.2587
C 1.9960 3.2710 -3.9793
C 0.9003 2.8633 -3.2473
C 0.7122 1.7310 -2.4359
N -0.4699 1.2984 -2.0487
C -1.5952 1.5065 -2.9338
C -2.8159 2.0825 -2.2258
C -3.1644 1.1587 -1.0561
N -2.1276 1.2289 -0.0588
C -2.2356 2.1374 0.8876
C -3.2357 3.1441 0.8876
C -3.6477 4.0199 1.8684
C -3.2494 4.1171 3.1898
C -2.2341 3.3781 3.7805
C -1.3288 2.5100 3.2209
C -1.1830 2.0108 1.8971
N -0.1518 1.3176 1.4724
C 0.8853 1.0015 2.4326
C 2.0216 2.0269 2.5068
H 1.9339 2.5510 0.4273
H 3.4013 3.0931 1.2481
H 4.1054 0.6607 1.4581
H 4.1311 1.3824 -0.1587
H 2.1998 -0.7263 0.8828
H 3.2536 -0.7568 -0.5098
H 3.5279 -0.1702 -2.2721
H 4.4109 0.8835 -4.0900
H 3.8048 2.9643 -5.0202
H 1.8980 4.2269 -4.4792
H 0.0433 3.5240 -3.2852
H -1.8690 0.5218 -3.3452
H -1.3188 2.1333 -3.7918
H -3.6523 2.1535 -2.9235
H -2.5830 3.0876 -1.8626
H -3.2114 0.1373 -1.4286
H -4.1473 1.3900 -0.6285
H -3.7777 3.2600 -0.0414
H -4.4293 4.7107 1.5696
H -3.7835 4.8228 3.8139
H -2.1000 3.5471 4.8422
H -0.6153 2.1376 3.9426
H 1.2925 0.0392 2.1512
H 0.4770 0.8579 3.4434
H 2.7597 1.6523 3.2235
H 1.6312 2.9778 2.8816
Br -4.0993 -4.2543 -4.0079
C -2.5046 -3.3248 -3.6293
C -1.4440 -3.3753 -4.5270
Br -1.6131 -4.3554 -6.1336
C -0.2732 -2.7115 -4.2407
Br 1.1979 -2.7686 -5.4211
C -0.0848 -1.9460 -3.0681
O 0.9941 -1.3859 -2.7833
C -1.2310 -1.8497 -2.1736
O -1.0920 -1.0536 -1.1783
C -2.3841 -2.5720 -2.4657
Br -3.8141 -2.4704 -1.2328
C 2.6545 -3.5947 -1.8539
S 1.4086 -2.8601 -0.6885
C 2.3241 -3.5947 0.7667
O 0.2333 -3.7154 -0.8631
H 2.7923 -4.6481 -1.6373
H 3.5829 -3.0476 -1.7475
H 2.2801 -3.4708 -2.8596
H 3.3906 -3.4749 0.6204
H 2.0628 -4.6428 0.8436
H 2.0142 -3.0658 1.6580
O -2.2429 -1.0362 1.5403
C -1.1586 -1.4678 1.9297
O -0.0763 -1.3990 1.2765
C -1.0705 -2.0657 3.3271
C -0.1001 -3.0002 3.6580
C -0.0039 -3.5015 4.9434
C -0.8886 -3.0686 5.9178
C -1.8705 -2.1441 5.5972
C -1.9642 -1.6487 4.3082
H 0.5697 -3.3467 2.8901
H 0.7601 -4.2311 5.1870
H -0.8183 -3.4592 6.9242
H -2.5679 -1.8169 6.3564
H -2.7299 -0.9369 4.0410
```

## Properties
Largest force on an atom, eV/Å: 4.90
ΔE to the lowest compared entry with this formula, charge and spin, kcal per mole: 48.7
Charge: -1
Multiplicity: 2
LUMO (alpha / beta), eV: 1.6 / 2.0